Entry 1:
{
  "formula": "C17H15ClN2O3S",
  "method": "ωB97M-V/def2-TZVPD",
  "symbols": ["O", "C", "O", "C", "N", "C", "S", "C", "C", "O", "C", "C", "C", "C", "Cl", "C", "C", "N", "C", "C", "C", "C", "C", "C", "H", "H", "H", "H", "H", "H", "H", "H", "H", "H", "H", "H", "H", "H", "H"],
  "positions_angstrom": [[1.36, 1.66, -2.15], [1.76, 2.54, -1.44], [2.37, 3.64, -1.90], [1.68, 2.57, 0.08], [0.87, 1.52, 0.62], [1.28, 0.25, 0.92], [2.89, -0.29, 0.57], [2.69, -2.08, 0.85], [2.34, -2.87, -0.42], [1.01, -3.30, -0.44], [0.00, -2.44, -0.76], [-1.28, -2.83, -0.34], [-2.38, -2.04, -0.60], [-2.21, -0.85, -1.29], [-3.58, 0.17, -1.57], [-0.97, -0.47, -1.74], [0.14, -1.26, -1.48], [0.35, -0.49, 1.46], [-0.76, 0.30, 1.51], [-2.04, 0.02, 1.97], [-2.99, 1.02, 1.86], [-2.69, 2.26, 1.32], [-1.42, 2.57, 0.86], [-0.46, 1.57, 0.96], [2.45, 3.61, -2.87], [1.27, 3.54, 0.38], [2.70, 2.49, 0.46], [1.89, -2.18, 1.58], [3.64, -2.41, 1.27], [2.92, -3.80, -0.43], [2.60, -2.29, -1.32], [-1.38, -3.76, 0.20], [-3.36, -2.34, -0.26], [-0.83, 0.46, -2.28], [1.10, -0.92, -1.83], [-2.28, -0.95, 2.38], [-4.00, 0.83, 2.20], [-3.47, 3.01, 1.24], [-1.19, 3.53, 0.43]],
  "smiles": "O=C(O)Cn1c(SCCOc2ccc(Cl)cc2)nc2ccccc21",
  "relative_energy_kcal_mol": 5.25,
  "homo_lumo_gap_ev": 8.099,
  "energy_ev": -50353.7148,
  "e_homo_ev": -7.764,
  "largest_force_ev_per_a": 0.8,
  "multiplicity": 1
}

Entry 2:
{
  "formula": "C17H15MoN5O5S",
  "method": "ωB97M-V/def2-TZVPD",
  "symbols": ["Mo", "O", "C", "O", "C", "C", "C", "C", "C", "N", "C", "O", "O", "H", "H", "H", "C", "C", "N", "N", "C", "N", "S", "C", "C", "C", "C", "C", "N", "H", "H", "H", "H", "H", "H", "H", "H", "H", "C", "C", "O", "H", "H", "H"],
  "positions_angstrom": [[-0.04, -0.29, 0.57], [-2.83, 2.60, 1.71], [-1.92, 1.81, 1.62], [-1.86, 0.75, 0.86], [-0.67, 1.97, 2.46], [-0.48, 2.89, 3.47], [0.70, 2.83, 4.20], [1.64, 1.84, 3.93], [1.38, 0.97, 2.90], [0.26, 1.06, 2.19], [2.24, -0.20, 2.48], [3.26, -0.48, 3.04], [1.66, -0.90, 1.52], [-1.26, 3.62, 3.66], [0.87, 3.54, 5.00], [2.56, 1.74, 4.49], [-1.29, -2.45, -3.11], [-0.57, -1.71, -2.04], [-1.08, -1.46, -0.87], [-2.35, -1.93, -0.62], [-2.54, -2.10, 0.68], [-3.75, -2.56, 1.03], [-1.35, -1.87, 1.92], [0.81, -1.24, -2.18], [1.54, -1.35, -3.35], [2.85, -0.91, -3.37], [3.40, -0.36, -2.22], [2.61, -0.27, -1.09], [1.34, -0.70, -1.07], [-2.04, -3.11, -2.67], [-0.60, -3.04, -3.72], [-1.82, -1.75, -3.77], [-4.47, -2.60, 0.33], [-4.02, -2.55, 2.00], [1.09, -1.78, -4.23], [3.44, -0.98, -4.27], [4.42, -0.01, -2.18], [2.99, 0.14, -0.17], [-1.06, 1.77, -1.78], [-0.04, 1.45, -0.72], [0.93, 2.15, -0.52], [-0.80, 2.72, -2.25], [-2.05, 1.80, -1.34], [-1.07, 0.97, -2.53]],
  "relative_energy_kcal_mol": 6.25,
  "homo_lumo_gap_ev": [6.233, 6.086],
  "energy_ev": -48253.7261,
  "e_homo_ev": [-7.360, -7.434],
  "largest_force_ev_per_a": 1.1,
  "multiplicity": 1
}

Entry 3:
{
  "formula": "C17H15N2O3RhS2Se",
  "method": "ωB97M-V/def2-TZVPD",
  "symbols": ["Rh", "C", "C", "N", "N", "C", "S", "S", "C", "C", "C", "C", "C", "C", "C", "C", "C", "C", "C", "C", "C", "O", "H", "H", "H", "H", "H", "H", "H", "H", "H", "H", "H", "H", "H", "H", "Se", "O", "C", "O", "H"],
  "positions_angstrom": [[2.08, 0.53, 0.29], [-1.13, -2.15, 1.27], [0.11, -1.30, 1.42], [0.65, -0.80, 0.34], [0.08, -1.23, -0.85], [0.60, -0.70, -1.91], [1.83, 0.48, -1.99], [-0.15, -1.24, -3.45], [-1.89, -0.79, -3.10], [-2.17, 0.66, -3.27], [-1.70, 1.58, -2.33], [-1.89, 2.93, -2.51], [-2.57, 3.40, -3.63], [-3.05, 2.50, -4.57], [-2.84, 1.14, -4.40], [0.66, -1.13, 2.76], [0.15, -1.94, 3.79], [0.59, -1.89, 5.10], [1.58, -0.96, 5.43], [2.11, -0.15, 4.46], [1.71, -0.21, 3.10], [2.34, 0.56, 2.30], [-1.63, -1.90, 0.34], [-1.80, -1.98, 2.11], [-0.87, -3.22, 1.23], [-2.09, -1.10, -2.07], [-2.51, -1.38, -3.77], [-1.13, 1.27, -1.45], [-1.47, 3.60, -1.77], [-2.72, 4.47, -3.77], [-3.58, 2.86, -5.45], [-3.20, 0.44, -5.14], [-0.60, -2.68, 3.55], [0.17, -2.55, 5.84], [1.93, -0.88, 6.45], [2.88, 0.57, 4.69], [0.41, 2.24, 0.41], [4.11, -0.80, 0.21], [4.78, 0.25, 0.15], [4.36, 1.42, 0.11], [5.89, 0.10, 0.10]],
  "relative_energy_kcal_mol": 0.00,
  "homo_lumo_gap_ev": 4.522,
  "total_charge": -2,
  "energy_ev": -117021.8279,
  "e_homo_ev": 0.046,
  "largest_force_ev_per_a": 0.9,
  "multiplicity": 1
}

Entry 4:
{
  "formula": "C17H15N3O3S2",
  "method": "ωB97M-V/def2-TZVPD",
  "symbols": ["C", "C", "N", "C", "C", "C", "N", "C", "O", "C", "C", "N", "C", "C", "S", "C", "C", "C", "C", "C", "S", "C", "C", "O", "O", "H", "H", "H", "H", "H", "H", "H", "H", "H", "H", "H", "H", "H", "H", "H"],
  "positions_angstrom": [[2.55, 0.73, 0.67], [1.64, -0.41, 1.26], [0.73, -0.11, 2.25], [0.11, -1.18, 2.75], [-0.89, -0.87, 3.93], [-2.36, -0.44, 3.42], [-2.13, 0.47, 2.34], [-2.87, 0.31, 1.20], [-4.03, -0.09, 1.24], [-2.23, 0.52, -0.08], [-2.47, 1.71, -0.75], [-1.77, 2.12, -1.84], [-0.80, 1.31, -2.38], [-0.08, 1.88, -3.47], [-0.42, 3.45, -4.28], [1.08, 1.14, -3.99], [1.39, -0.07, -3.40], [0.67, -0.59, -2.27], [-0.46, 0.08, -1.79], [-1.17, -0.29, -0.63], [0.56, -2.68, 1.95], [1.57, -1.75, 0.85], [2.51, -2.46, -0.11], [2.32, -3.60, -0.44], [3.47, -1.70, -0.58], [3.53, 0.36, 0.53], [2.55, 1.63, 1.39], [2.15, 1.21, -0.18], [-0.42, -0.08, 4.54], [-0.92, -1.86, 4.35], [-2.77, -1.43, 3.08], [-2.94, -0.10, 4.24], [-1.26, 0.88, 2.07], [-3.40, 2.23, -0.41], [-1.63, 3.55, -3.90], [1.67, 1.55, -4.75], [2.31, -0.46, -3.71], [0.99, -1.50, -1.81], [-0.76, -1.19, -0.19], [3.99, -2.29, -1.11]],
  "smiles": "Cc1nc(CCNC(=O)c2cnc3c(S)cccc3c2)sc1C(=O)O",
  "relative_energy_kcal_mol": 44.72,
  "homo_lumo_gap_ev": 7.431,
  "energy_ev": -50154.8029,
  "e_homo_ev": -8.022,
  "largest_force_ev_per_a": 5.0,
  "multiplicity": 1
}

Entry 5:
{
  "formula": "C17H16BF6IN9OPPrS",
  "method": "ωB97M-V/def2-TZVPD",
  "symbols": ["Pr", "C", "C", "N", "N", "C", "B", "N", "C", "C", "C", "N", "N", "C", "C", "C", "N", "N", "C", "C", "C", "N", "H", "H", "H", "H", "H", "H", "H", "H", "H", "H", "H", "H", "O", "N", "C", "C", "C", "C", "C", "S", "H", "H", "H", "H", "F", "P", "F", "F", "F", "F", "F", "I"],
  "positions_angstrom": [[-1.81, -0.65, -0.02], [1.93, 0.65, 2.82], [0.57, 0.44, 2.59], [0.37, 0.00, 1.35], [1.58, -0.11, 0.77], [2.54, 0.28, 1.64], [1.78, -0.56, -0.69], [1.10, 0.44, -1.67], [1.57, 1.36, -2.54], [0.50, 1.92, -3.20], [-0.62, 1.28, -2.67], [-0.25, 0.39, -1.75], [1.14, -1.96, -0.92], [1.49, -2.88, -1.84], [0.64, -3.96, -1.74], [-0.24, -3.61, -0.71], [0.06, -2.41, -0.23], [3.28, -0.68, -0.94], [4.07, -1.70, -0.52], [5.38, -1.30, -0.66], [5.29, 0.02, -1.12], [4.03, 0.40, -1.27], [2.42, 1.00, 3.71], [-0.27, 0.56, 3.25], [3.57, 0.27, 1.34], [2.63, 1.52, -2.60], [0.54, 2.68, -3.96], [-1.67, 1.40, -2.89], [2.33, -2.70, -2.49], [0.66, -4.87, -2.32], [-1.08, -4.14, -0.30], [3.65, -2.62, -0.17], [6.26, -1.89, -0.46], [6.08, 0.71, -1.36], [-1.89, 1.68, 0.46], [-2.17, 2.22, 1.63], [-1.35, 3.20, 2.06], [-1.57, 3.84, 3.25], [-2.67, 3.45, 4.02], [-3.49, 2.44, 3.57], [-3.25, 1.79, 2.35], [-4.20, 0.49, 1.76], [-0.53, 3.38, 1.37], [-0.89, 4.62, 3.56], [-2.88, 3.94, 4.96], [-4.34, 2.11, 4.15], [-3.79, -2.05, -0.53], [-4.01, -1.57, -2.13], [-4.24, -3.07, -2.55], [-2.37, -1.76, -2.23], [-4.07, -1.02, -3.60], [-3.63, -0.03, -1.57], [-5.53, -1.30, -1.83], [-2.63, -1.66, 2.90]],
  "relative_energy_kcal_mol": 0.00,
  "homo_lumo_gap_ev": [7.815, 7.062],
  "energy_ev": -92633.6919,
  "e_homo_ev": [-7.997, -9.253],
  "largest_force_ev_per_a": 1.2,
  "s_squared": 3.762,
  "multiplicity": 4
}

Entry 6:
{
  "formula": "C17H16BrClZr",
  "method": "ωB97M-V/def2-TZVPD",
  "symbols": ["C", "C", "C", "H", "C", "C", "H", "H", "H", "H", "Zr", "Br", "C", "C", "C", "H", "C", "C", "H", "H", "H", "H", "Cl", "C", "C", "C", "C", "C", "C", "C", "H", "H", "H", "H", "H", "H"],
  "positions_angstrom": [[2.16, 0.74, -0.24], [1.93, 0.75, 1.17], [1.81, -0.60, 1.61], [2.00, 1.62, 1.84], [1.92, -1.46, 0.47], [2.11, -0.63, -0.69], [2.32, -0.99, -1.70], [2.45, 1.60, -0.85], [1.76, -0.91, 2.66], [1.97, -2.55, 0.50], [-0.07, -0.07, -0.09], [-1.00, 1.63, -1.58], [-1.20, 0.79, -4.89], [-0.02, 0.14, -5.35], [1.05, 1.10, -5.30], [0.06, -0.88, -5.70], [0.52, 2.32, -4.80], [-0.88, 2.14, -4.57], [-1.57, 2.91, -4.22], [-2.19, 0.34, -4.80], [2.08, 0.92, -5.60], [1.07, 3.25, -4.65], [-1.36, -2.17, 0.64], [-1.41, -1.61, 2.38], [-1.59, -2.58, 3.36], [-1.47, -2.19, 4.71], [-1.11, -0.89, 5.04], [-1.03, 0.10, 4.07], [-1.20, -0.25, 2.71], [-1.14, 0.79, 1.65], [-1.79, -3.62, 3.08], [-1.57, -2.93, 5.49], [-0.89, -0.63, 6.08], [-0.84, 1.14, 4.34], [-0.73, 1.74, 2.00], [-2.13, 0.94, 1.21]],
  "homo_lumo_gap_ev": [3.362, 3.361],
  "energy_ev": -101730.9828,
  "e_homo_ev": [-5.026, -5.024],
  "largest_force_ev_per_a": 1.4,
  "multiplicity": 1
}

Entry 7:
{
  "formula": "C17H16BrNOPbS5",
  "method": "ωB97M-V/def2-TZVPD",
  "symbols": ["Pb", "C", "C", "C", "C", "C", "C", "C", "C", "C", "H", "H", "H", "H", "H", "H", "H", "H", "H", "H", "H", "H", "S", "C", "C", "C", "C", "C", "N", "H", "H", "H", "H", "O", "C", "S", "C", "C", "S", "S", "S", "Br"],
  "positions_angstrom": [[-0.24, -0.11, 0.80], [2.72, -0.71, -2.72], [1.24, -0.95, -2.61], [0.76, -2.12, -2.05], [-0.60, -2.35, -1.90], [-1.10, -3.61, -1.26], [-1.49, -1.37, -2.32], [-1.04, -0.17, -2.87], [-2.01, 0.92, -3.24], [0.33, 0.01, -3.03], [3.13, -1.17, -3.62], [3.23, -1.12, -1.85], [2.93, 0.36, -2.76], [1.47, -2.84, -1.64], [-1.31, -4.38, -2.01], [-2.00, -3.42, -0.68], [-0.36, -4.01, -0.56], [-2.55, -1.51, -2.14], [-2.43, 0.75, -4.23], [-1.51, 1.89, -3.23], [-2.82, 0.96, -2.51], [0.69, 0.96, -3.42], [-2.45, 1.99, 0.55], [-1.39, 2.79, -0.53], [-1.79, 3.95, -1.23], [-0.92, 4.55, -2.11], [0.36, 3.99, -2.30], [0.67, 2.86, -1.57], [-0.16, 2.27, -0.72], [-2.78, 4.35, -1.05], [-1.22, 5.44, -2.65], [1.08, 4.43, -2.98], [1.65, 2.40, -1.66], [5.60, -0.16, 5.20], [4.65, -0.18, 4.44], [4.53, -1.20, 3.02], [2.95, -0.65, 2.44], [2.35, 0.30, 3.18], [0.82, 1.11, 2.93], [3.23, 0.85, 4.61], [2.38, -1.40, 0.99], [-1.91, -2.04, 2.12]],
  "homo_lumo_gap_ev": 5.814,
  "total_charge": -2,
  "energy_ev": -150898.4689,
  "e_homo_ev": -1.140,
  "largest_force_ev_per_a": 0.4,
  "multiplicity": 1
}

Entry 8:
{
  "formula": "C17H16Cl2F5FeN3O3SSe",
  "method": "ωB97M-V/def2-TZVPD",
  "symbols": ["Fe", "N", "C", "C", "C", "N", "H", "H", "H", "H", "H", "H", "H", "H", "H", "H", "Cl", "C", "Cl", "H", "H", "O", "S", "O", "N", "C", "O", "C", "C", "C", "C", "C", "C", "H", "H", "H", "H", "F", "C", "C", "F", "C", "F", "C", "Se", "C", "F", "C", "F"],
  "positions_angstrom": [[-0.70, 1.52, 0.02], [1.04, 1.70, 0.66], [1.49, 2.05, 2.03], [1.13, 3.49, 2.37], [-0.38, 3.67, 2.41], [-0.85, 3.64, 1.03], [1.22, 0.72, 0.48], [1.57, 2.23, -0.03], [2.57, 1.91, 2.16], [0.98, 1.38, 2.72], [1.56, 4.16, 1.62], [1.55, 3.76, 3.34], [-0.66, 4.59, 2.94], [-0.83, 2.82, 2.94], [-0.32, 4.30, 0.47], [-1.82, 3.90, 0.96], [-0.92, 3.21, -2.03], [-0.95, 2.31, -3.57], [-2.06, 0.94, -3.50], [0.05, 1.93, -3.76], [-1.29, 3.00, -4.34], [2.14, -0.86, -5.21], [2.63, -0.77, -3.87], [4.04, -0.54, -3.68], [1.76, 0.35, -3.02], [1.13, -0.21, -2.03], [0.47, 0.42, -1.15], [1.23, -1.69, -1.95], [0.56, -2.54, -1.09], [0.82, -3.91, -1.19], [1.73, -4.39, -2.12], [2.39, -3.53, -3.00], [2.10, -2.18, -2.91], [-0.14, -2.14, -0.37], [0.31, -4.60, -0.54], [1.92, -5.45, -2.17], [3.10, -3.89, -3.73], [-1.90, -3.66, 4.40], [-2.13, -2.76, 3.45], [-3.29, -2.82, 2.68], [-4.18, -3.78, 2.91], [-3.51, -1.88, 1.69], [-4.63, -1.98, 0.97], [-2.63, -0.83, 1.44], [-2.97, 0.49, 0.15], [-1.48, -0.82, 2.23], [-0.56, 0.17, 2.04], [-1.21, -1.75, 3.21], [-0.08, -1.68, 3.92]],
  "relative_energy_kcal_mol": 35.99,
  "homo_lumo_gap_ev": [8.014, 8.043],
  "energy_ev": -177702.0110,
  "e_homo_ev": [-8.049, -8.141],
  "largest_force_ev_per_a": 4.6,
  "s_squared": 6.010,
  "multiplicity": 5
}